# 1
C36H53AsFIrN7S2Si3 | ωB97M-V/def2-TZVPD

Geometry as XYZ:
```
104
Properties=species:S:1:pos:R:3
H 3.551 1.366 1.467
C 2.557 -2.244 -0.081
H 0.092 3.858 -5.069
C 4.253 3.746 -0.440
H -0.049 2.064 -0.199
H 4.231 4.391 -3.451
C -2.131 -4.490 0.293
C -2.613 -0.605 -1.850
C -2.215 1.022 1.309
H 4.484 -2.424 1.571
C -1.111 6.270 1.388
H 4.640 -1.909 -4.227
H 0.449 -0.949 -3.668
C -1.463 -3.299 0.111
H -2.608 3.309 0.950
H 2.081 5.494 -1.990
H 4.134 -0.096 0.699
H 4.513 -1.391 -2.554
H 5.270 1.111 1.268
H 3.286 4.860 -4.844
H 1.155 -1.798 -5.033
H -0.668 -0.470 4.468
C -2.588 0.750 -2.322
N -0.853 1.049 1.446
H 5.731 2.123 -2.902
H 3.278 4.094 -0.113
C 0.640 2.980 -4.739
H -4.933 -4.010 -1.593
H 4.648 1.102 -5.181
H 2.774 -0.895 3.210
N 1.358 -0.634 1.044
C 0.942 -0.362 2.283
C 1.716 -0.879 3.458
S 1.389 -2.367 -1.405
H -0.897 3.488 -2.273
H 1.536 4.210 1.547
C -3.031 0.566 2.291
C 4.306 0.970 0.791
C 0.506 4.521 1.439
H -3.147 5.688 1.099
C -3.603 1.451 -2.925
H -2.592 1.371 0.360
F -1.413 7.570 1.431
N 3.623 -3.046 -0.189
H 0.448 5.310 -2.550
C -1.807 4.012 1.097
Ir 0.415 -0.091 -1.011
H -3.841 -5.700 -0.154
C -2.057 -2.354 -0.719
S -3.152 3.086 -3.144
H 5.681 0.440 -2.408
N -1.651 -1.095 -1.084
C 1.091 -0.830 -4.545
C -3.362 -4.750 -0.323
H 1.426 -1.903 3.693
C 4.741 -3.069 0.731
N 2.398 -1.471 0.939
C -0.492 3.575 1.205
H 1.014 4.372 -1.176
H 4.955 3.922 0.371
C 6.022 -2.590 0.054
H 3.352 -2.522 -3.219
H 0.968 6.607 1.715
C -3.978 -3.817 -1.130
C -2.464 0.159 3.525
C 1.297 4.760 -2.152
H 4.878 -4.089 1.101
C 3.700 0.663 -5.480
H 1.566 -0.251 4.332
C -0.061 2.153 0.903
C 3.515 4.030 -4.182
H -4.568 1.097 -3.225
H 4.005 3.270 -4.780
H 6.668 1.588 -1.525
C 0.206 5.868 1.531
H -3.104 -0.075 4.359
Si 2.820 -0.202 -4.026
C -0.291 0.288 2.489
C -2.127 5.353 1.188
H -0.522 -3.096 0.594
C 5.721 1.461 -2.041
C 3.942 -1.640 -3.442
H 3.094 1.437 -5.937
H 6.311 -3.268 -0.744
H 3.918 -0.063 -6.258
C -3.311 -2.617 -1.316
H 4.569 4.368 -1.269
H -1.703 -5.247 0.929
H 6.833 -2.555 0.776
H 0.601 -0.150 -5.236
N -3.631 -1.481 -2.017
C -1.110 -0.014 3.597
Si 4.268 1.887 -0.879
C -1.638 2.726 -2.412
Si 1.908 3.401 -3.367
N -1.474 1.494 -2.049
H 0.962 2.021 1.269
H -4.460 -1.345 -2.573
H 1.152 2.579 -5.608
H -4.097 0.524 2.142
H 5.891 -1.590 -0.355
H -0.081 2.234 -4.416
As 2.233 1.289 -2.165
H 3.655 -3.685 -0.970
```

The charge is +2. Its energy relative to the best compared isomer or geometry (same formula, charge and spin) is 93.7 kcal per mole. Its multiplicity is 2. The calculation puts the HOMO energy (alpha / beta) at -12.6 / -12.7 eV. The value obtained for the LUMO energy (alpha / beta) is -6.670 / -6.640 eV.

# 2
C22H50MoO3P2S | ωB97M-V/def2-TZVPD

Geometry as XYZ:
```
79
Properties=species:S:1:pos:R:3
H 5.125 0.222 -1.274
H 0.154 -2.530 2.461
H 3.283 -4.588 0.527
S -0.675 2.866 3.531
H -1.753 2.399 0.982
C -1.791 1.841 -2.821
H 1.435 -2.698 -2.082
H 1.816 0.868 2.758
H -4.019 -0.095 -3.657
H -2.919 -1.477 -1.148
H 2.461 -4.103 -1.748
Mo 0.547 0.441 -0.786
H -2.260 3.251 -0.481
H -1.047 2.571 -2.454
H 3.200 -2.514 -1.988
H -0.767 1.271 5.339
H -2.962 3.342 -3.766
H -1.602 -1.229 -3.908
H 4.357 -1.139 0.534
C 0.913 3.113 4.328
P -1.775 0.557 -1.433
C 3.706 -0.310 0.214
O 1.676 -0.102 -3.666
H -3.950 1.405 -0.903
P 1.991 -1.040 0.444
C 1.960 -1.332 2.309
C 1.195 0.082 -2.576
C -1.340 1.322 -4.184
C 2.241 -2.820 -0.049
C 2.335 -3.029 -1.552
H 3.273 1.726 0.867
H -2.517 -2.633 -3.340
C -3.074 1.228 -0.264
H -4.755 0.005 -2.042
C 1.201 -2.584 2.790
C 4.038 0.050 -1.231
H 3.539 0.979 -1.537
H -2.672 0.089 1.555
C 1.425 -0.117 3.056
C -2.596 2.552 0.293
C 0.998 2.259 -0.197
C -1.469 1.643 4.585
H -2.185 0.949 -4.788
H 0.811 4.014 4.943
H 1.659 -0.240 4.122
H 1.641 3.281 3.524
C 3.947 0.895 1.124
H 3.825 0.657 2.185
O 1.346 3.373 -0.027
H -1.869 0.837 3.963
H -0.890 2.176 -4.718
H 0.334 -0.071 2.943
H 1.151 2.237 4.948
H 1.306 -3.285 0.298
O -0.307 2.161 2.235
C -3.112 2.592 -2.976
H -1.736 -4.005 -0.997
C -3.490 0.269 0.846
H 3.778 -0.715 -1.971
C 3.426 -3.506 0.645
H -3.835 -0.704 0.469
H -4.323 0.719 1.404
H 1.233 -2.623 3.888
H 4.978 1.237 0.957
H -1.129 -4.268 -0.634
C -4.099 -0.589 -2.685
H -3.404 3.037 0.857
H -3.415 3.133 -2.078
H -3.929 1.931 -3.286
H 1.610 -3.545 2.457
H -2.301 2.170 5.054
H 3.020 -1.455 2.553
H -1.021 -2.178 -2.516
H -0.566 0.553 -4.155
H 4.380 -3.247 0.165
C -2.735 -0.908 -2.071
H 3.513 -3.315 1.716
H -4.625 -1.533 -2.869
C -1.912 -1.776 -3.011
```

The charge is +4. Its multiplicity is 3. The calculation puts the HOMO energy (alpha / beta) at -20.5 / -20.9 eV. The value obtained for the LUMO energy (alpha / beta) is -17.200 / -17.435 eV.

# 3
C39H43BrGeN9RbS2 | ωB97M-V/def2-TZVPD

Geometry as XYZ:
```
96
Properties=species:S:1:pos:R:3
H -6.569 -30.413 10.144
C -3.867 -22.397 3.897
H -1.912 -22.264 3.128
H -10.619 -22.571 5.672
H -5.111 -22.418 -1.993
C -7.427 -24.951 2.050
H -11.109 -22.266 0.177
C -2.626 -22.929 3.563
C -10.595 -19.344 4.226
H -8.210 -21.035 -1.298
C -10.320 -18.495 5.439
N -10.972 -25.508 7.280
C -9.895 -22.210 2.061
H -5.304 -16.518 5.979
C -6.356 -18.438 5.912
H -11.252 -18.220 6.006
H -7.403 -19.755 0.753
C -9.709 -25.903 7.379
H -7.043 -20.216 -2.293
N -9.116 -23.840 6.362
H -6.079 -18.343 9.723
H -3.982 -19.580 -1.506
H -5.962 -19.157 -0.285
H -9.904 -17.603 4.993
H -4.060 -18.929 -4.354
H -6.672 -24.960 1.257
C -6.693 -19.510 7.941
C -11.365 -24.366 6.691
H -7.052 -20.322 8.494
C -6.779 -19.949 -0.126
N -6.549 -24.693 5.866
C -10.395 -23.458 6.271
C -4.717 -26.192 6.524
N -2.240 -24.165 3.941
C -8.649 -18.959 -1.531
N -6.828 -19.468 6.598
C -8.464 -23.938 1.763
C -3.579 -29.324 9.448
H -3.099 -27.807 8.047
H -7.893 -25.954 1.985
H -2.560 -19.414 -5.066
H -3.739 -22.415 -1.062
Rb -7.541 -21.979 5.173
H -2.095 -20.466 -2.733
C -3.066 -19.309 -4.136
H -6.469 -18.469 4.846
C -3.071 -20.542 -3.238
S -11.747 -18.829 3.039
C -4.508 -21.720 -1.385
C -5.744 -17.320 6.521
C -9.590 -19.053 -2.740
C -5.596 -26.864 7.399
N -4.537 -30.024 10.028
N -4.832 -23.199 4.371
H -3.639 -26.424 6.618
H -10.627 -18.946 -2.474
C -5.185 -28.044 8.205
C -6.132 -18.424 8.624
C -4.175 -20.475 -2.155
H -9.284 -18.227 -3.389
H -9.183 -18.926 -0.552
C -8.726 -25.046 6.834
C -5.812 -29.801 9.689
H -12.412 -24.093 6.627
H -4.652 -20.308 1.171
C -11.399 -20.246 2.138
H -5.053 -20.047 -2.665
C -3.212 -24.940 4.465
N -8.946 -23.045 2.644
H -7.437 -26.641 8.451
C -6.182 -28.678 8.914
H -6.978 -24.764 2.996
H -2.586 -29.547 9.885
Ge -5.538 -21.457 0.394
H -9.618 -19.090 6.114
H -4.074 -21.283 3.788
C -5.257 -25.072 5.811
H -3.195 -21.436 -3.772
H -2.598 -18.444 -3.588
Br -5.212 -15.836 8.917
H -9.442 -20.050 -3.244
H -7.208 -28.304 8.973
C -10.391 -21.021 2.735
N -10.007 -20.530 3.973
C -7.631 -20.101 -1.387
H -11.975 -20.423 1.183
C -3.851 -28.355 8.503
H -2.912 -25.946 4.656
C -6.893 -26.377 7.542
S -9.249 -23.811 0.225
C -7.367 -25.405 6.700
C -4.408 -24.347 4.884
H -8.066 -18.007 -1.588
C -5.761 -17.280 7.907
C -10.316 -22.632 0.836
H -9.489 -26.814 7.904
```

The charge is +2. Its energy relative to the best compared isomer or geometry (same formula, charge and spin) is 91.6 kcal per mole. The calculation puts the HOMO energy at -12.9 eV. The value obtained for the LUMO energy is -9.246 eV.

# 4
C37H43ClIIrN3O3Si | ωB97M-V/def2-TZVPD

Geometry as XYZ:
```
90
Properties=species:S:1:pos:R:3
H 5.080 5.045 -2.583
C 4.352 4.794 -1.822
Cl 0.387 -7.544 1.002
C -0.435 1.436 4.568
C 1.820 0.825 4.223
H 1.282 -0.959 -1.534
C -2.594 -4.384 0.079
I 4.168 -3.505 1.983
C 3.348 5.214 0.318
C -0.357 2.812 -1.573
C -3.345 1.536 0.117
H -2.559 -0.489 4.855
H 1.452 1.650 0.972
H -1.463 0.346 0.125
C -0.378 -4.958 0.772
C 4.283 5.539 -0.655
C 1.868 0.957 -2.847
Ir 0.000 -0.645 0.718
C 1.972 -5.461 1.430
C 2.489 4.143 0.121
H -3.116 -0.547 -1.646
C -1.927 1.069 -2.456
H -3.610 2.501 0.551
C -2.979 -1.726 3.147
C -4.071 1.338 -1.215
C -3.277 0.425 -2.129
H -4.506 -1.327 1.989
C 2.275 -4.120 1.489
O 1.525 -1.920 1.245
C 1.421 0.254 3.043
H 3.292 5.797 1.229
H 4.957 6.372 -0.502
C 0.867 1.456 5.011
H -3.821 0.225 -3.052
H 1.763 3.914 0.897
C -2.991 -0.391 3.857
H -3.498 -2.475 3.751
C 1.251 -3.135 1.195
C 2.540 3.381 -1.048
N -1.477 1.895 -1.358
H 0.740 -2.913 -2.592
C -1.670 -5.352 0.382
H -1.917 -6.402 0.311
H -5.077 0.953 -1.044
C 3.488 3.724 -2.014
C -0.040 -2.192 -2.348
H 0.514 1.805 -4.293
H -2.681 1.678 3.513
C 1.324 0.889 0.194
H 3.428 -0.049 -1.732
C 0.691 -5.886 1.080
H 2.865 0.783 4.495
H -0.287 -1.616 -3.234
C 1.782 0.346 -5.193
H 1.342 0.476 -6.173
H 1.132 1.940 5.940
N -1.039 -2.650 0.594
H -1.177 0.303 -2.644
H 2.734 -6.196 1.650
N 0.142 0.242 2.594
H -1.982 1.694 -3.351
H 4.229 -1.387 -3.624
H 3.185 -1.137 -5.854
H -3.637 0.759 0.836
C 3.401 -0.703 -3.763
H 2.305 0.382 0.192
Si 1.334 1.978 -1.358
H -1.958 -2.080 2.975
H -2.529 0.755 2.052
H -4.036 -0.104 4.013
H 3.557 3.152 -2.934
C 1.314 1.094 -4.120
H -2.953 -2.254 -0.010
C -0.804 0.802 3.377
O -3.599 -1.633 1.862
H 2.152 -0.215 2.409
H -3.594 -4.643 -0.238
C -0.110 -3.594 0.856
H -1.274 2.145 0.633
C -2.281 0.749 3.101
H -0.367 3.600 -0.814
C -2.236 -3.037 0.198
H -0.429 3.270 -2.559
C -1.812 1.534 -0.087
H -4.186 2.305 -1.706
O 0.415 -1.327 -1.287
H -1.216 1.895 5.159
C 2.820 -0.559 -5.015
H -0.922 -2.720 -1.999
C 2.932 0.054 -2.695
```

The charge is +2. Its energy relative to the best compared isomer or geometry (same formula, charge and spin) is 0.0 kcal per mole. Its multiplicity is 2. The calculation puts the HOMO energy (alpha / beta) at -12.8 / -12.8 eV. The value obtained for the LUMO energy (alpha / beta) is -6.101 / -8.075 eV.

Max |F| list, top to bottom, in eV/Å: 2.8; 11.4; 5.3; 2.2
Calculated total energy list, top to bottom, in eV: -160310.6787; -60985.8248; -203417.4902; -81005.1132